A molecular structure, C12H24F12O12P2V. Source: OMol25; level of theory: ωB97M-V/def2-TZVPD.

XYZ file:
```
63
C12H24F12O12P2V (ωB97M-V/def2-TZVPD)
V 0.09086 -0.33935 0.43376
P 2.93990 -1.51404 0.83678
F 1.70887 -1.95949 1.85461
F 3.25750 -3.02482 0.41133
F 1.84125 -1.44396 -0.35223
F 4.17170 -0.96988 -0.17767
F 2.56424 0.02296 1.06786
F 3.91863 -1.65303 2.13700
P -3.10170 0.99040 0.20646
F -2.76281 -0.21420 -0.82037
F -1.84077 0.38858 1.10961
F -1.92436 1.84846 -0.53168
F -3.40112 2.12674 1.40599
F -4.12123 1.61493 -0.85564
F -4.20408 0.04717 0.86436
C -1.71252 -1.16333 -4.69492
O -1.10651 -1.15599 -3.38755
C -0.07378 -0.47235 -3.00827
O 0.19157 -0.20264 -1.85614
O 0.48413 0.22595 -4.07577
C 1.72469 0.89458 -3.86155
H -2.40034 -0.33474 -4.86355
H -2.29681 -2.06824 -4.86173
H -0.91932 -1.08717 -5.43865
H 2.36810 1.11500 -4.71333
H 2.25213 0.27355 -3.13750
H 1.52135 1.84680 -3.37162
C -0.32066 4.48152 -0.11486
O 1.01089 4.04110 -0.34714
C 1.28005 2.68050 -0.29311
O 0.60154 1.72908 0.17948
O 2.54368 2.54928 -0.77695
C 3.43807 3.53178 -1.20951
H -0.41158 5.55119 0.07391
H -0.75809 4.09471 0.80554
H -0.91762 4.12632 -0.95484
H 3.38199 4.45639 -0.63501
H 3.21291 3.73561 -2.25634
H 4.43091 3.08232 -1.19084
C 1.48817 -1.41128 4.60118
O 0.69735 -0.24757 4.89653
C 0.17948 0.38314 3.88246
O 0.26504 0.12901 2.61788
O -0.44247 1.43653 4.42713
C -1.07924 2.37642 3.54303
H 1.83095 -1.75683 5.57647
H 2.33020 -1.08203 3.99234
H 0.81953 -2.15137 4.16154
H -2.04004 1.95206 3.25168
H -0.48719 2.67924 2.67939
H -1.34084 3.28491 4.08552
C 0.32708 -4.12637 -1.52878
O -0.88783 -4.38229 -0.80614
C -1.46093 -3.43832 -0.06336
O -0.99524 -2.29266 0.18191
O -2.61338 -4.01545 0.44775
C -3.58082 -3.38301 1.25150
H 1.02145 -4.89290 -1.18469
H 0.82126 -3.16207 -1.41044
H 0.12670 -4.07030 -2.59873
H -4.00538 -4.05904 1.99368
H -4.52408 -3.14198 0.76132
H -3.11139 -2.47959 1.64081
```

Output
lowest unoccupied orbital energy (spin up / spin down): 0.345 / 0.345 eV
HOMO level (spin up / spin down): -8.785 / -11.291 eV
spin multiplicity: 4
E: -114290.3371 eV

---

A molecular structure, C12H24F6NaO8. Source: OMol25; level of theory: ωB97M-V/def2-TZVPD.

XYZ file:
```
51
C12H24F6NaO8 (ωB97M-V/def2-TZVPD)
Na -0.01630 -0.74156 1.12776
C 2.40732 0.48728 0.62886
O 2.21254 0.70161 -0.85274
O 2.18689 -0.89852 0.88114
C 3.64054 1.36048 1.35694
F 3.52698 2.72134 1.11206
F 3.40714 1.10113 2.65519
F 4.81227 0.95787 1.08731
C 1.74422 2.00138 -1.37022
C 1.74945 1.89813 -2.87937
H 2.70457 2.18992 -3.31606
H 1.60025 0.88534 -3.25368
H 0.93007 2.52704 -3.22749
H 2.37214 2.83591 -1.05820
H 0.71398 1.88013 -1.03556
H 1.56041 0.93929 1.14514
C -2.51930 -1.32657 0.37091
O -1.28345 -0.83389 -0.25480
O -2.13165 -1.97967 1.55496
C -3.56599 -0.10584 0.51697
F -4.69173 -0.37676 -0.29681
F -4.13384 0.07861 1.73664
F -3.19294 1.12228 0.19463
C -1.35468 -0.26138 -1.54040
C 0.08543 -0.44560 -1.99813
H 0.30315 -1.47085 -2.29737
H 0.33005 0.20082 -2.84099
H 0.87385 -0.22802 -1.27760
H -1.60512 0.79944 -1.54707
H -2.16004 -0.63589 -2.17224
H -2.86262 -2.01830 -0.39835
C -0.46006 -3.83320 -0.39824
C 1.00287 -3.29244 -0.11295
O 0.89909 -1.85561 -0.17425
O -1.32987 -3.53215 0.70841
H -0.42004 -4.89798 -0.62788
H -0.60474 -3.30555 -1.34097
H 1.76281 -3.47826 -0.87194
H 1.45033 -3.57497 0.83997
H 1.81647 -1.57477 -0.14036
H -1.69002 -2.64303 0.74528
C -0.67435 2.63512 1.71427
C -1.56185 1.48725 2.29562
O -0.92307 0.19953 2.38533
O -0.40463 2.50073 0.24102
H 0.28509 2.79953 2.20474
H -1.39958 3.44463 1.79696
H -2.49919 1.32171 1.76452
H -1.93204 1.88400 3.24096
H -1.47037 -0.37500 2.92569
H 0.50950 2.72529 0.05246
```

Output
lowest unoccupied orbital energy: 2.240 eV
HOMO level: -4.196 eV
net charge: -1
spin multiplicity: 1
E: -49926.0289 eV

---

2 unconnected molecules or ions with the total composition C12H24N. Source: OMol25; level of theory: ωB97M-V/def2-TZVPD.

XYZ file:
```
37
C12H24N (ωB97M-V/def2-TZVPD)
C -1.30307 -0.62664 -2.10500
C -0.53832 -1.00745 -0.97080
C -0.70440 -0.64368 0.27735
C -0.44531 -0.80433 1.75081
C -0.93753 -2.05730 2.43306
C 0.57575 0.02817 2.40847
C -2.19676 2.00291 -0.18626
C 1.70984 1.38642 -0.99911
C 2.07999 -0.36745 -2.78052
C 2.97292 -0.79283 -0.54878
C -1.80194 1.47577 1.23175
C 2.17039 0.03212 -1.53156
N -1.57824 0.06150 1.13256
H -1.04625 0.25591 -2.56586
H -1.55035 -1.30994 -2.97024
H 0.26497 -1.75540 -1.18426
H -1.75090 -2.40088 1.73047
H -1.23433 -1.92544 3.47516
H -0.14645 -2.77291 2.25012
H 1.45443 -0.67153 2.65214
H 0.27167 0.24909 3.41681
H 1.04382 0.80726 1.88237
H -1.27016 2.00776 -0.69755
H -2.92197 1.38462 -0.68953
H -2.54364 2.99921 -0.07094
H 1.10858 1.31201 -0.06265
H 1.12241 1.98047 -1.75367
H 2.45224 2.10391 -0.71423
H 1.33311 0.16885 -3.41401
H 2.58393 -1.26180 -3.24189
H -2.30966 -0.39999 -1.80363
H 3.99003 -0.57963 -0.64732
H 2.66302 -1.71325 -0.79509
H 2.57517 -0.34927 0.40100
H -2.66817 1.66019 1.97975
H -0.94229 1.98669 1.54165
H -2.48253 -0.46314 1.16942
```

Output
lowest unoccupied orbital energy: -2.856 eV
HOMO level: -12.278 eV
net charge: +1
spin multiplicity: 1
E: -14313.0943 eV

---

C12H24N2O3 in the gas phase. Source: OMol25; level of theory: ωB97M-V/def2-TZVPD.

XYZ file:
```
41
C12H24N2O3 (ωB97M-V/def2-TZVPD)
C -0.89380 -0.31121 0.31009
C -0.62262 -1.15181 -0.87975
C -2.33905 -0.01871 0.22352
C -3.04501 -0.06945 1.63722
C -4.44070 0.51471 1.64305
C -2.40444 0.81849 2.80750
C 1.26554 0.36768 -1.68077
C 1.32275 1.72187 -2.36395
C 2.66862 -0.34675 -1.60995
C 3.74903 0.40281 -0.72832
C 2.50502 -1.68364 -0.92011
C 2.03625 -1.86172 0.63536
H -0.38703 1.56407 -0.63144
H -0.27520 1.49260 1.09811
H -0.41953 -0.64579 1.28966
H -2.90850 -0.77902 -0.30562
H -2.45824 0.87600 -0.37738
H -2.94845 -1.02541 2.12793
H -4.75861 0.70514 2.58153
H -5.19617 -0.27013 1.31313
H -4.45099 1.53442 1.13200
H -2.38763 1.87215 2.67468
H -1.40366 0.41171 3.04908
H -2.87457 0.46023 3.72855
H 0.15982 -1.42084 -2.61729
H 1.17175 0.47292 -0.59698
H 2.83656 -0.42888 -2.67753
H 3.43348 0.50369 0.27149
H 4.44325 -0.42424 -0.81926
H 4.12165 1.32558 -1.20822
H 3.43527 -2.29688 -0.94165
H 1.90217 -2.43182 -1.47017
H 2.98392 -1.75763 1.24933
H 1.45818 -2.97472 0.80066
H 1.23428 -1.22844 0.93948
H 2.01405 3.34308 -2.13727
N -0.41398 1.00510 0.21976
N 0.02407 -0.55704 -2.02272
O -0.88218 -2.29273 -0.73321
O 0.99209 1.91787 -3.49564
O 1.75264 2.66673 -1.51488
```

Output
SMILES: CC[C@H](C)[C@H](NC(=O)[C@@H](N)CC(C)C)C(=O)O
lowest unoccupied orbital energy: 0.595 eV
HOMO level: -8.172 eV
spin multiplicity: 1
E: -21952.1315 eV

---

A molecular structure, C12H24O12. Source: OMol25; level of theory: ωB97M-V/def2-TZVPD.

XYZ file:
```
48
C12H24O12 (ωB97M-V/def2-TZVPD)
C 3.43397 1.70853 -0.11747
O 3.56102 2.13182 -1.47746
C 4.69025 2.78836 -1.75259
O 5.63526 2.79287 -0.97759
O 4.60825 3.23431 -2.99517
C 5.84548 3.80042 -3.53471
H 3.69864 2.55123 0.52122
H 4.02944 0.80201 -0.00924
H 2.36628 1.50044 -0.04798
H 6.66185 3.11402 -3.75944
H 6.18743 4.47668 -2.75121
H 5.68079 4.50882 -4.34658
C 1.38575 -3.53220 3.68117
O 0.50664 -3.05552 2.61468
C -0.73773 -3.59042 2.46817
O -1.37366 -4.47854 3.07017
O -1.29995 -2.80787 1.54009
C -2.65723 -2.86233 1.28425
H 0.93261 -3.05780 4.55162
H 2.34830 -3.04910 3.51317
H 1.56438 -4.60453 3.60181
H -3.17678 -2.18089 0.61060
H -3.12043 -2.68965 2.25570
H -2.93515 -3.82046 0.84512
C -1.60282 -2.32283 -1.01247
O -0.37953 -1.95174 -0.46713
C 0.14336 -0.75874 -0.91946
O -0.37046 -0.01736 -1.72917
O 1.30777 -0.65083 -0.41008
C 2.09239 0.42236 -0.84929
H -1.33231 -2.59470 -2.03277
H -2.39069 -1.56958 -1.00885
H -1.92680 -3.22569 -0.49479
H 3.05484 0.31964 -0.34808
H 1.79602 1.43640 -0.58097
H 2.42827 0.41760 -1.88624
C -2.74176 0.56841 -1.45347
O -3.43118 1.67239 -0.80559
C -4.26436 1.39583 0.21608
O -4.75416 0.31876 0.37836
O -4.58201 2.50906 0.88724
C -5.57207 2.40863 1.95352
H -2.46071 -0.20903 -0.74305
H -1.82775 0.89152 -1.95176
H -3.45732 0.17482 -2.17541
H -5.49864 3.21152 2.68705
H -5.51535 1.45901 2.48560
H -6.55011 2.41437 1.47238
```

Output
lowest unoccupied orbital energy: 0.423 eV
HOMO level: -8.981 eV
spin multiplicity: 1
E: -37391.2482 eV

---

ΔE to the lowest compared entry with this formula, charge and spin list, top to bottom, in eV: 0.1288; 2.3561; 2.7439; 5.5770; 12.1238